This record from the OMol25 dataset describes a structure of composition C38H28CrNO3 in a non-equilibrium geometry. The level of theory is ωB97M-V with the def2-TZVPD basis set.

Last column: Löwdin spin population.
Element x y z (Å)
C1 4.526 1.643 0.379  -0.0015
C2 3.388 1.694 1.191  0.0022
C3 2.117 1.643 0.606  0.0029
C4 1.995 1.520 -0.775  0.0238
C5 0.645 1.365 -1.433  0.0672
N1 -0.456 1.761 -0.569  0.6801
C6 -1.415 2.549 -0.859  0.1082
C7 -1.403 4.022 -0.831  0.0416
C8 -2.431 4.735 -1.487  -0.0010
C9 -2.379 6.122 -1.564  0.0025
C10 -1.313 6.820 -0.976  -0.0086
C11 -0.284 6.119 -0.331  0.0016
C12 -0.329 4.725 -0.252  -0.0019
C13 3.131 1.502 -1.590  0.0026
C14 4.399 1.569 -1.016  0.0028
H1 5.519 1.673 0.830  -0.0001
H2 3.471 1.779 2.275  0.0002
H3 1.213 1.676 1.211  0.0013
H4 0.662 1.961 -2.369  0.0029
H5 0.494 0.311 -1.719  0.0307
H6 -2.371 2.121 -1.225  0.0423
H7 -3.249 4.172 -1.942  0.0004
H8 -3.173 6.666 -2.077  0.0006
H9 -1.296 7.911 -1.007  -0.0004
H10 0.550 6.659 0.120  0.0005
H11 0.463 4.164 0.246  0.0013
H12 2.993 1.445 -2.671  0.0000
H13 5.285 1.566 -1.653  0.0003
O1 1.009 -7.112 1.858  0.0262
C15 1.348 -6.211 1.202  0.0010
Cr1 1.679 -4.794 -0.030  0.9896
C16 -0.169 -4.477 0.162  -0.0082
O2 -1.330 -4.418 0.263  0.0038
C17 1.117 -6.066 -1.328  0.0012
O3 0.649 -6.896 -1.998  0.0266
C18 3.865 -4.747 -0.218  0.0148
C19 3.462 -4.319 1.053  -0.0058
C20 2.537 -3.273 1.182  0.0142
C21 2.033 -2.611 0.043  0.0245
C22 1.008 -1.596 0.170  0.1510
C23 -0.070 -1.035 0.342  0.0190
C24 -1.324 -0.450 0.540  0.2751
C25 -2.338 -0.664 -0.484  0.0103
C26 -2.009 -1.469 -1.607  0.0714
C27 -2.983 -1.880 -2.518  -0.0107
C28 -4.329 -1.547 -2.308  0.0868
C29 -4.660 -0.691 -1.247  -0.0073
C30 -3.656 -0.148 -0.445  0.0724
C31 -1.577 0.110 1.858  0.0118
C32 -0.476 0.400 2.703  0.0638
C33 -0.653 1.021 3.938  -0.0085
C34 -1.942 1.353 4.380  0.0816
C35 -3.048 0.991 3.601  -0.0078
C36 -2.867 0.310 2.399  0.0696
C37 2.329 -3.158 -1.223  0.0153
C38 3.255 -4.204 -1.354  -0.0067
H14 4.616 -5.532 -0.321  0.0009
H15 3.837 -4.812 1.952  0.0016
H16 2.181 -2.952 2.166  0.0023
H17 -0.978 -1.802 -1.725  0.0039
H18 -2.687 -2.484 -3.380  -0.0022
H19 -5.107 -1.932 -2.970  0.0044
H20 -5.705 -0.434 -1.050  -0.0018
H21 -3.905 0.672 0.226  0.0040
H22 0.524 0.101 2.384  0.0025
H23 0.215 1.247 4.559  -0.0021
H24 -2.089 1.869 5.331  0.0041
H25 -4.063 1.223 3.923  -0.0017
H26 -3.733 -0.120 1.904  0.0031
H27 1.813 -2.749 -2.097  0.0023
H28 3.468 -4.604 -2.346  0.0014

Results
total charge: +2
spin multiplicity: 4
HOMO energy (alpha / beta): -12.00 / -13.85 eV
orbital gap (alpha / beta): 5.174 / 6.051 eV